1.
{"formula": "C16H23Br33N2P2", "method": "ωB97M-V/def2-TZVPD", "elements": ["C", "C", "C", "C", "C", "P", "N", "P", "N", "H", "H", "H", "H", "H", "H", "H", "H", "H", "H", "H", "H", "C", "Br", "Br", "Br", "H", "C", "Br", "Br", "Br", "H", "C", "Br", "Br", "Br", "H", "C", "Br", "Br", "Br", "H", "C", "Br", "Br", "Br", "H", "C", "Br", "Br", "Br", "H", "C", "Br", "Br", "Br", "H", "C", "Br", "Br", "Br", "H", "C", "Br", "Br", "Br", "H", "C", "Br", "Br", "Br", "H", "C", "Br", "Br", "Br", "H"], "xyz": [[-2.271, -0.064, 3.668], [-1.959, -0.442, 2.573], [-1.670, -0.948, 1.239], [-1.111, -2.394, 1.186], [-0.583, -2.965, 2.504], [1.084, -2.408, 3.089], [0.885, -1.237, 4.343], [2.055, -1.257, 1.496], [1.654, 0.291, 1.521], [-2.766, 0.356, 4.516], [-1.043, -0.237, 0.702], [-2.625, -0.953, 0.708], [-0.341, -2.439, 0.417], [-1.914, -3.046, 0.841], [-1.304, -2.880, 3.315], [-0.446, -4.035, 2.339], [1.294, -1.636, 5.179], [1.443, -0.407, 4.150], [3.421, -1.440, 1.706], [1.779, -1.867, 0.256], [2.487, 0.869, 1.676], [1.217, 3.701, -0.262], [2.826, 3.474, 0.756], [0.373, 5.395, 0.078], [1.530, 3.415, -2.139], [0.532, 2.930, 0.063], [5.655, 0.571, -0.792], [4.025, 0.411, 0.252], [7.012, 1.536, 0.172], [6.279, -1.142, -1.408], [5.413, 1.150, -1.674], [-6.614, 0.396, 5.543], [-7.013, -1.469, 5.321], [-5.026, 0.860, 4.558], [-8.107, 1.514, 5.072], [-6.409, 0.559, 6.591], [0.445, 6.487, -5.026], [-0.928, 5.165, -4.786], [0.638, 7.604, -3.475], [2.115, 5.671, -5.528], [0.140, 7.122, -5.844], [-10.622, 3.542, 2.306], [-9.892, 1.898, 1.631], [-10.963, 3.452, 4.200], [-9.516, 5.048, 1.861], [-11.575, 3.688, 1.821], [-5.783, -3.560, 0.311], [-7.260, -4.737, 0.670], [-5.284, -2.560, 1.876], [-4.285, -4.507, -0.437], [-6.111, -2.849, -0.430], [3.001, -6.110, 2.140], [1.158, -6.553, 2.456], [3.800, -7.302, 0.859], [3.234, -4.267, 1.637], [3.525, -6.247, 3.074], [-7.965, -4.360, -3.829], [-6.232, -5.176, -3.944], [-9.358, -5.669, -3.640], [-8.046, -3.046, -2.423], [-8.137, -3.839, -4.759], [10.315, 0.776, 2.780], [9.193, 2.234, 3.338], [11.949, 0.712, 3.792], [9.375, -0.899, 2.836], [10.584, 0.956, 1.750], [6.125, 2.363, -4.543], [5.015, 3.774, -3.857], [7.790, 2.239, -3.590], [5.195, 0.683, -4.551], [6.358, 2.604, -5.571], [4.308, 2.246, -8.570], [4.437, 4.164, -8.506], [6.019, 1.415, -8.271], [2.969, 1.594, -7.357], [3.997, 1.977, -9.569]], "forces_ev_per_a": [[-0.2305, 0.2454, -0.2301], [-0.0638, -0.0406, 0.1232], [-0.1478, -0.0899, -0.1922], [-0.4144, 0.1991, 0.2397], [0.2715, 0.2845, -0.9195], [-0.0652, -1.1183, 1.2541], [0.4356, 0.2549, -0.3546], [-1.6233, 1.3587, 0.7290], [0.4982, -0.4032, 0.1917], [0.8685, -0.3061, 0.0921], [0.2429, -0.0235, 0.1499], [-0.0133, 0.0532, -0.0810], [0.0407, -0.0907, -0.0480], [-0.0228, -0.0498, -0.0155], [0.0733, 0.2934, 0.1332], [0.1082, -0.0681, 0.0834], [-0.0223, -0.0985, 0.0053], [-0.5389, 0.3513, -0.1809], [0.0023, -0.7858, 0.2290], [0.1916, -0.3339, 0.0934], [-0.9694, 0.0733, 0.4418], [-0.1111, -0.1755, 0.0412], [-0.0445, 0.6146, 0.0684], [0.0254, 0.0027, -0.0362], [0.0196, 0.0540, -0.0053], [0.0174, -0.0313, 0.0373], [0.0088, 0.0014, 0.0496], [1.6406, 0.3378, -1.6743], [-0.0133, -0.0349, 0.0823], [0.0350, -0.0260, 0.1169], [-0.0133, 0.0182, 0.0061], [0.0033, 0.1166, 0.0056], [-0.0772, -0.0698, 0.0071], [-0.7219, 0.1269, 0.0608], [0.0467, -0.0553, 0.0172], [0.0254, 0.0031, 0.0157], [0.0343, -0.0146, 0.0023], [-0.0471, -0.0075, 0.0050], [0.0151, -0.0166, 0.0076], [0.0151, -0.0260, -0.0001], [-0.0049, 0.0112, -0.0180], [-0.0118, 0.0058, -0.0288], [-0.0053, 0.0021, 0.0045], [-0.0111, 0.0003, -0.0262], [0.0163, -0.0106, 0.0125], [-0.0250, 0.0141, 0.0042], [0.0005, -0.0020, 0.1413], [0.0770, -0.0813, 0.1114], [0.0708, 0.0376, 0.0072], [0.0072, -0.0195, 0.0026], [0.0001, -0.0057, -0.0593], [0.0489, -0.0029, -0.0211], [-0.0240, 0.0254, -0.0168], [-0.0108, -0.0002, -0.0047], [0.5636, -0.6732, -0.4233], [0.0133, 0.0126, 0.0189], [-0.0006, -0.0187, -0.0114], [0.0103, -0.0009, 0.0241], [0.0024, -0.0059, 0.0177], [-0.0948, 0.1209, -0.2040], [-0.0141, 0.0213, -0.0110], [-0.0238, -0.0213, -0.0327], [-0.0052, 0.0175, 0.0027], [-0.0065, -0.0025, 0.0090], [-0.0024, 0.0013, 0.0061], [0.0032, 0.0041, -0.0212], [0.0033, 0.0600, -0.1063], [-0.0123, -0.0179, 0.0319], [-0.0023, -0.0078, 0.0111], [0.0301, -0.0590, 0.1163], [-0.0045, -0.0065, -0.0225], [-0.0580, 0.0104, 0.0121], [0.0232, 0.0085, 0.0361], [0.0115, 0.0012, -0.0092], [-0.0482, 0.0566, -0.0786], [0.0048, 0.0016, -0.0257]], "homo_lumo_gap_ev": 7.51, "e_lumo_ev": -0.219, "spin_multiplicity": 1}

2.
{"formula": "Cl3O2P", "method": "ωB97M-V/def2-TZVPD", "elements": ["O", "O", "P", "Cl", "Cl", "Cl"], "xyz": [[-1.065, 1.862, -2.512], [1.408, -0.433, 1.008], [0.724, -1.203, -0.132], [-0.799, 0.982, -1.230], [0.675, 0.724, 2.217], [-0.942, -1.933, 0.649]], "forces_ev_per_a": [[0.2361, -0.4222, 0.4816], [1.0590, -0.1677, 0.5471], [0.3374, 0.0480, -1.1823], [-0.3801, 0.5605, -0.4524], [-0.4051, 0.4507, 0.1591], [-0.8473, -0.4694, 0.4468]], "homo_lumo_gap_ev": [8.68, 5.77], "e_lumo_ev": [-1.986, -2.627], "spin_multiplicity": 1, "relative_energy_kj_mol": 554.12}

3.
{"formula": "O3P2", "method": "ωB97M-V/def2-TZVPD", "elements": ["O", "P", "O", "P", "O"], "xyz": [[-1.102, 1.981, -1.069], [-0.048, 0.964, -0.968], [-0.687, -0.262, 0.250], [0.218, -1.442, 1.049], [1.620, -1.240, 0.738]], "forces_ev_per_a": [[0.8091, -0.7085, 0.0283], [-1.6858, -1.0226, 1.7007], [1.6247, 0.3191, -0.7196], [-1.8274, 1.4627, -0.9311], [1.0794, -0.0507, -0.0783]], "homo_lumo_gap_ev": 9.39, "e_lumo_ev": -1.325, "spin_multiplicity": 1, "smiles": "O=POP=O", "relative_energy_kj_mol": 24.01}